(1)
C5H14ClOSnV | ωB97M-V with the def2-TZVPD basis set

Element x y z (Å)
V (0.25, -0.49, -0.15)
Cl (1.38, -1.52, -1.92)
C (1.88, -0.29, 1.10)
H (1.67, -0.74, 2.09)
H (2.23, 0.76, 1.20)
H (2.63, -0.89, 0.54)
Sn (-0.48, 2.92, -1.28)
C (-1.75, 2.47, -3.02)
C (1.48, 3.80, -1.70)
C (-0.68, 1.64, 0.48)
H (1.84, 4.39, -0.83)
H (2.17, 2.97, -1.94)
H (1.39, 4.50, -2.56)
H (-2.82, 2.46, -2.73)
H (-1.62, 3.27, -3.78)
H (-1.41, 1.50, -3.42)
H (0.01, 2.01, 1.27)
H (-1.70, 1.63, 0.89)
C (-0.66, -2.69, 1.34)
O (-0.92, -1.44, 0.73)
H (-1.39, -3.40, 0.91)
H (-0.84, -2.57, 2.42)
H (0.37, -3.08, 1.20)

Computed properties:
Lowest unoccupied orbital energy (spin up / spin down) = 5.342 / 5.313 eV
Total charge = -2
Spin multiplicity = 3
Highest occupied orbital energy (spin up / spin down) = 2.473 / 2.475 eV
Electronic energy = -1892.4833 Ha

***

(2)
C27H54AsF6O27 | ωB97M-V with the def2-TZVPD basis set

Element x y z (Å)
As (-1.03, -1.08, 1.05)
F (0.01, -2.18, 0.05)
F (-0.92, -2.28, 2.50)
F (-2.04, 0.08, 1.89)
F (-1.04, -0.03, -0.48)
F (-2.54, -1.93, 0.34)
F (0.43, -0.21, 1.65)
C (4.12, -5.51, -5.80)
O (3.52, -5.44, -4.53)
C (3.08, -4.29, -4.13)
O (3.25, -3.20, -4.74)
O (2.43, -4.50, -3.00)
C (1.51, -3.55, -2.53)
H (4.93, -4.78, -5.89)
H (3.44, -5.31, -6.63)
H (4.62, -6.48, -5.73)
H (0.78, -3.35, -3.31)
H (2.10, -2.70, -2.20)
H (1.06, -3.93, -1.61)
C (3.73, 2.91, 7.07)
O (4.17, 2.04, 6.04)
C (3.64, 2.28, 4.80)
O (2.74, 3.08, 4.49)
O (4.18, 1.47, 3.95)
C (3.79, 1.50, 2.57)
H (4.22, 2.70, 8.02)
H (2.67, 2.89, 7.32)
H (4.02, 3.87, 6.64)
H (3.22, 0.60, 2.32)
H (4.70, 1.53, 1.97)
H (3.18, 2.38, 2.37)
C (-4.74, 0.67, 4.23)
O (-3.44, 1.24, 4.35)
C (-3.01, 2.32, 3.70)
O (-3.64, 3.08, 2.94)
O (-1.71, 2.52, 3.95)
C (-0.91, 1.51, 4.61)
H (-5.32, 1.42, 4.76)
H (-4.60, -0.25, 4.81)
H (-4.95, 0.46, 3.18)
H (-1.25, 1.30, 5.63)
H (0.17, 1.65, 4.63)
H (-1.02, 0.62, 4.00)
C (0.07, 1.87, -3.64)
O (0.02, 3.20, -3.33)
C (0.49, 4.04, -4.25)
O (0.90, 3.70, -5.39)
O (0.43, 5.28, -3.77)
C (0.79, 6.44, -4.42)
H (1.04, 1.52, -3.98)
H (-0.63, 1.62, -4.44)
H (-0.10, 1.17, -2.83)
H (0.62, 7.31, -3.79)
H (0.21, 6.54, -5.34)
H (1.84, 6.34, -4.72)
C (-5.50, -0.25, -0.44)
O (-5.48, 1.08, 0.09)
C (-4.64, 2.01, -0.30)
O (-4.65, 3.10, 0.24)
O (-4.03, 1.69, -1.47)
C (-3.27, 2.69, -2.18)
H (-5.57, -0.35, -1.52)
H (-6.47, -0.64, -0.13)
H (-4.73, -0.87, 0.03)
H (-2.28, 2.83, -1.76)
H (-3.86, 3.57, -2.46)
H (-2.99, 2.16, -3.08)
C (1.28, -1.30, 4.85)
O (2.25, -1.28, 5.83)
C (3.49, -1.46, 5.40)
O (3.90, -1.61, 4.20)
O (4.27, -1.15, 6.57)
C (5.67, -0.95, 6.35)
H (0.27, -1.17, 5.22)
H (1.23, -2.29, 4.40)
H (1.55, -0.53, 4.13)
H (6.09, -1.68, 5.65)
H (6.29, -0.88, 7.24)
H (5.80, -0.01, 5.82)
C (-1.14, 7.04, -1.13)
O (-0.85, 5.67, -0.95)
C (-1.42, 4.86, -0.10)
O (-2.42, 5.14, 0.58)
O (-0.67, 3.78, -0.08)
C (-0.88, 2.59, 0.72)
H (-0.99, 7.49, -2.11)
H (-0.51, 7.63, -0.46)
H (-2.18, 7.29, -0.89)
H (-1.88, 2.17, 0.67)
H (-0.84, 2.87, 1.78)
H (-0.18, 1.80, 0.44)
C (-2.42, -4.98, -0.28)
O (-1.53, -6.00, -0.75)
C (-0.29, -6.12, -0.27)
O (0.31, -5.36, 0.53)
O (0.28, -7.19, -0.78)
C (1.62, -7.47, -0.52)
H (-3.18, -5.47, 0.33)
H (-2.88, -4.43, -1.11)
H (-1.96, -4.09, 0.16)
H (1.99, -8.28, -1.15)
H (1.62, -7.79, 0.52)
H (2.18, -6.58, -0.82)
C (-2.30, -1.64, -3.18)
O (-2.33, -1.56, -4.62)
C (-1.20, -1.33, -5.27)
O (-0.20, -0.85, -4.79)
O (-1.31, -1.73, -6.52)
C (-0.05, -1.83, -7.23)
H (-3.30, -1.89, -2.84)
H (-2.08, -0.70, -2.69)
H (-1.72, -2.51, -2.88)
H (-0.15, -2.32, -8.20)
H (0.80, -2.25, -6.69)
H (0.26, -0.81, -7.44)

Computed properties:
Lowest unoccupied orbital energy (spin up / spin down) = 3.647 / 3.643 eV
Total charge = -2
Spin multiplicity = 2
Highest occupied orbital energy (spin up / spin down) = 1.628 / -4.954 eV
Electronic energy = -5927.6682 Ha

***

(3)
N2O6 | ωB97M-V with the def2-TZVPD basis set

Element x y z (Å)
N (1.59, -18.58, 22.62)
O (0.46, -18.10, 22.40)
O (2.32, -17.91, 23.27)
O (1.69, -19.79, 22.47)
N (-1.02, -16.86, 20.95)
O (-1.11, -15.89, 20.19)
O (-0.45, -17.84, 20.60)
O (-1.75, -16.79, 21.86)

Computed properties:
Lowest unoccupied orbital energy = 7.448 eV
Total charge = -2
Relative energy (zero: lowest compared OMol25 entry of this formula, charge and spin) = 477.20 kJ/mol
Highest occupied orbital energy = 0.722 eV
Electronic energy = -560.6296 Ha